# 1
Density functional theory data (ωB97M-V with the def2-TZVPD basis set) for 2 unconnected molecules or ions with the total composition C41H45N2OSi in a non-equilibrium geometry.

Computed properties:
Net charge: +1
HOMO level in eV: -10.6
Spin multiplicity: 1

Positions of all 90 atoms, in Å:
C  4.10049  1.93290  -1.70083
Si  2.87098  2.54766  -0.44824
C  3.66807  3.78138  0.69651
C  1.36388  3.32149  -1.20130
O  2.36120  1.14583  0.29998
C  2.08519  0.71315  1.61107
C  3.41606  0.39630  2.35275
C  4.63947  0.34003  1.68131
C  5.82467  0.24275  2.41943
C  5.78022  0.08287  3.80512
C  4.54566  0.00243  4.46114
C  3.36099  0.12794  3.73287
C  1.31705  1.83002  2.35921
C  1.98246  2.65786  3.27398
C  1.34244  3.75483  3.85850
C  0.05183  4.09396  3.46442
C  -0.59627  3.31274  2.50143
C  0.03748  2.20327  1.92669
C  1.37616  -0.66869  1.48811
C  2.36496  -1.78553  1.09462
C  1.48452  -2.93417  0.61887
C  0.12974  -2.29728  0.30640
N  0.27102  -0.86997  0.56911
H  4.39931  2.76256  -2.35652
H  5.00466  1.53218  -1.22318
H  3.65664  1.14018  -2.31816
H  4.24976  4.47493  0.06651
H  2.91850  4.36936  1.24407
H  4.35375  3.31997  1.41948
H  1.66808  4.11766  -1.89858
H  0.76889  2.58224  -1.75268
H  0.72033  3.77091  -0.43282
H  4.66752  0.37342  0.58787
H  6.77382  0.28580  1.88194
H  6.70846  0.00944  4.37576
H  4.49819  -0.14943  5.54049
H  2.38850  0.07300  4.23496
H  3.02888  2.47827  3.52593
H  1.87791  4.33476  4.61101
H  -0.44525  4.96815  3.89266
H  -1.60159  3.58377  2.18861
H  -0.41825  1.64849  1.10005
H  0.99081  -0.88017  2.50888
H  2.99168  -1.41365  0.26955
H  3.00842  -2.06211  1.93589
H  1.89985  -3.43116  -0.25938
H  1.35442  -3.67284  1.41698
H  -0.16351  -2.48187  -0.73219
H  -0.65379  -2.74905  0.93404
H  -0.55960  -0.39744  0.89864
C  -2.16688  -3.63684  -6.60377
N  -3.14630  -3.31395  -5.58838
C  -4.47838  -3.80863  -5.87372
C  -2.82887  -2.81219  -4.35626
C  -1.58631  -2.16461  -4.09316
C  -1.34809  -1.57677  -2.86180
C  -2.28054  -1.68991  -1.80717
C  -2.13383  -0.94283  -0.56813
C  -2.80310  -1.38671  0.65228
C  -3.11989  -0.23949  1.44501
C  -3.68947  -0.38983  2.70233
C  -3.99598  -1.68365  3.14711
C  -3.77560  -2.80384  2.32567
C  -3.17986  -2.66381  1.06555
C  -2.77946  0.94153  0.65789
C  -2.14147  0.50931  -0.56071
C  -1.78283  1.43510  -1.53779
C  -2.05042  2.78655  -1.29710
C  -2.71876  3.19947  -0.13314
C  -3.09938  2.27608  0.84773
C  -3.47582  -2.41163  -2.04565
C  -3.76758  -2.91887  -3.29650
H  -1.24934  -3.06177  -6.47009
H  -1.91823  -4.71151  -6.59972
H  -2.60532  -3.40750  -7.58366
H  -5.23265  -3.12871  -5.45985
H  -4.59410  -3.86259  -6.96221
H  -4.64766  -4.81226  -5.44970
H  -0.83307  -2.09022  -4.87672
H  -0.42259  -1.02698  -2.68723
H  -3.87861  0.50038  3.30232
H  -4.43226  -1.82513  4.13696
H  -4.07709  -3.79703  2.66261
H  -3.00955  -3.51955  0.41081
H  -1.31179  1.09080  -2.45802
H  -1.76346  3.53229  -2.04233
H  -2.94927  4.25810  -0.00447
H  -3.64979  2.56455  1.74709
H  -4.21633  -2.51211  -1.25353
H  -4.72472  -3.41433  -3.46346


# 2
Density functional theory data (ωB97M-V with the def2-TZVPD basis set) for a molecular structure, C41H45NP2Pd in a non-equilibrium geometry.

Computed properties:
Net charge: 0
HOMO level (spin up / spin down) in eV: -7.6 / -7.9
Spin multiplicity: 3

Positions of all 90 atoms, in Å:
Pd  1.39079  -0.49518  1.52732
C  -1.97306  0.16314  5.50098
C  -2.44344  -0.03932  4.26379
C  -2.88218  0.99576  3.27739
C  -1.67454  1.67297  2.60072
C  -0.70494  2.39051  3.47066
C  -0.93070  2.82834  4.71422
C  -2.20587  2.68685  5.48619
C  -2.30410  1.39123  6.33393
C  2.12461  -0.28531  3.40047
H  -1.36223  -0.61588  5.99822
H  -2.48547  -1.06832  3.90271
H  -3.59176  1.75017  3.66193
H  -3.37427  0.43900  2.46798
H  -1.11873  0.93152  1.98765
H  -2.04907  2.42717  1.89086
H  0.29316  2.52979  3.04517
H  -0.12245  3.27543  5.29791
H  -3.07722  2.74431  4.81820
H  -2.18398  3.49403  6.23243
H  -1.59264  1.38822  7.18414
H  -3.30157  1.37089  6.84274
H  2.11475  -1.12101  4.14085
H  1.34261  0.47508  3.74379
H  3.12542  0.25079  3.45203
P  0.03856  -2.08210  -4.05471
P  1.98287  0.51033  -4.32493
C  -0.61011  -0.47570  -4.63907
C  0.22814  0.58250  -4.81422
C  -0.77494  -3.22893  -5.24265
C  -1.93458  -2.92998  -5.97075
C  -2.50832  -3.88273  -6.82333
C  -1.92240  -5.13995  -6.99490
C  -0.73540  -5.42338  -6.30688
C  -0.15908  -4.48236  -5.45211
C  -1.03354  -2.22562  -2.53964
C  -0.70329  -1.34249  -1.49242
C  -1.46370  -1.35311  -0.33866
C  -2.54520  -2.23027  -0.22561
C  -2.87895  -3.10191  -1.26621
C  -2.10477  -3.11631  -2.42555
C  2.64828  1.25834  -5.91878
C  2.57161  0.45362  -7.07180
C  2.90830  0.96928  -8.32460
C  3.34729  2.28997  -8.46328
C  3.45739  3.07883  -7.31725
C  3.14216  2.56464  -6.05205
C  2.03984  1.98122  -3.21765
C  3.18637  2.11506  -2.41157
C  3.35516  3.26281  -1.64544
C  2.37764  4.26500  -1.66814
C  1.22518  4.11644  -2.44353
C  1.03963  2.96041  -3.20072
H  -1.68839  -0.39032  -4.85174
H  -0.09036  1.48666  -5.35802
H  -2.41189  -1.95768  -5.87832
H  -3.42819  -3.64010  -7.35951
H  -2.37548  -5.88085  -7.66560
H  -0.26347  -6.39734  -6.44786
H  0.77067  -4.71766  -4.93392
H  0.14108  -0.65625  -1.60239
H  -1.17711  -0.69997  0.49236
H  -3.12565  -2.23651  0.68993
H  -3.72985  -3.77453  -1.18871
H  -2.33969  -3.79629  -3.24977
H  2.21639  -0.57383  -6.98263
H  2.81877  0.33926  -9.20663
H  3.59058  2.69396  -9.44952
H  3.78470  4.11372  -7.41224
H  3.25930  3.20662  -5.17680
H  3.93294  1.31929  -2.40653
H  4.25476  3.38194  -1.04146
H  2.52326  5.17800  -1.09364
H  0.46426  4.89682  -2.47702
H  0.12685  2.82976  -3.78068
C  -0.27869  -2.89505  6.11774
C  0.22878  -1.92328  7.11024
C  0.43930  -2.00734  8.52590
C  0.83315  -0.71369  8.93906
C  0.84647  0.09067  7.74388
C  1.13800  1.52323  7.53897
N  0.54937  -0.68025  6.68420
H  -0.31777  -2.43700  5.11226
H  -1.27983  -3.25873  6.38418
H  0.38533  -3.76315  6.11500
H  0.28275  -2.92198  9.09136
H  1.08787  -0.35471  9.93060
H  0.45100  2.14971  8.11756
H  2.14291  1.73367  7.91082
H  1.05059  1.75940  6.46311


Look up the spin multiplicity of the first one. 1